Entry 1:
Formula: C3H3ClIN
Source: the Open Molecules 2025 dataset
Level of theory: ωB97M-V/def2-TZVPD

ORCA input file:
```
! RIJCOSX wB97M-V def2-TZVPD def2/J DEFGRID3
* xyz 0 1
N 0.6565 2.5927 0.2790
C 0.5895 1.4773 0.0147
C 0.6347 0.1671 -0.4419
Cl 2.1796 -0.7496 -0.4265
C -0.6281 -0.7963 0.4494
I -2.5704 -0.0936 0.0995
H 0.1627 -0.0457 -1.4858
H -0.7446 -1.8336 0.0811
H -0.2799 -0.7183 1.4305
*
```

Properties
SMILES = N#C[C@@H](Cl)CI
LUMO level = 0.11 eV
Gap between HOMO and LUMO = 10.1034 eV
Energy relative to the best compared isomer or geometry (same formula, charge and spin) = 103.6 kJ/mol
Energy = -928.69356 Eh

---

Entry 2:
Formula: C6H14OS
Source: the Open Molecules 2025 dataset
Level of theory: ωB97M-V/def2-TZVPD

ORCA input file:
```
! RIJCOSX wB97M-V def2-TZVPD def2/J DEFGRID3
* xyz 0 1
C 1.7954 -1.3633 -0.2918
C -0.7439 1.1378 -0.7990
C -2.7932 -0.0965 -0.1016
C -1.0590 0.1648 1.6088
C 3.0764 -0.5866 -0.6951
C -1.3313 0.0635 0.0935
O -0.9001 -2.4218 0.6230
S -0.6770 -1.5562 -0.4766
H 1.7410 -2.4300 -0.5293
H 1.7052 -1.2452 0.7760
H 0.3940 1.0335 -0.9281
H -1.1888 1.0502 -1.7579
H -1.1287 2.0982 -0.2779
H -3.2716 0.7362 0.1631
H -3.2293 -0.8830 0.4668
H -2.9975 -0.3600 -1.1629
H -0.2685 -0.6003 1.9185
H -0.8514 1.1933 1.8302
H -1.8816 -0.3832 2.1196
H 4.0150 -1.0282 -1.2935
H 3.6314 -0.2096 0.1984
H 2.7734 0.3047 -1.1487
*
```

Properties
LUMO level (alpha / beta) = 0.06 / 0.02 eV
Gap between HOMO and LUMO (alpha / beta) = 8.2053 / 8.2050 eV
Energy relative to the best compared isomer or geometry (same formula, charge and spin) = 359.1 kJ/mol
Energy = -710.27982 Eh

---

Entry 3:
Formula: C6H9NO
Source: the Open Molecules 2025 dataset
Level of theory: ωB97M-V/def2-TZVPD

ORCA input file:
```
! RIJCOSX wB97M-V def2-TZVPD def2/J DEFGRID3
* xyz 0 1
C 0.5719 -1.4012 1.4118
C 0.1637 -0.8477 0.2556
N -0.0798 -1.6206 -0.8875
C -0.7141 0.4746 0.2634
C -1.6384 0.6561 1.1992
C -0.3816 1.3971 -0.7931
C 0.8872 1.5640 -1.2573
O 1.9196 0.8275 -0.8782
H 0.8519 -2.4431 1.4714
H 0.6727 -0.8102 2.3046
H -0.1991 -1.0693 -1.7270
H 0.5606 -2.3890 -1.0202
H -2.1573 1.5970 1.2788
H -1.8556 -0.0978 1.9385
H -1.1827 1.9738 -1.2339
H 1.0812 2.1774 -2.1328
H 1.4996 0.0115 -0.1931
*
```

Properties
SMILES = C=C(N)C(=C)/C=C\O
LUMO level = 0.78 eV
Gap between HOMO and LUMO = 9.0152 eV
Energy relative to the best compared isomer or geometry (same formula, charge and spin) = 252.5 kJ/mol
Energy = -363.92807 Eh

---

Entry 4:
Formula: C35H39CaF12N5O3
Source: the Open Molecules 2025 dataset
Level of theory: ωB97M-V/def2-TZVPD

ORCA input file:
```
! RIJCOSX wB97M-V def2-TZVPD def2/J DEFGRID3
* xyz -2 1
Ca -0.2770 0.4221 -0.5876
C -0.2912 0.9211 -4.0308
C 0.5655 -0.3459 -3.9594
N 1.2525 -0.5513 -2.6906
C 2.6189 -0.1000 -2.6138
C 2.7024 1.4069 -2.4880
C 3.7909 2.1389 -2.9482
C 3.7976 3.5092 -2.7383
C 2.7287 4.0986 -2.0823
C 1.6822 3.2891 -1.6501
C 0.5038 3.8255 -0.8663
N -0.6980 3.0969 -1.1620
C -1.3389 3.3395 -2.4279
C -2.1142 2.1053 -2.8829
N -1.2570 0.9425 -2.9568
N 1.6821 1.9796 -1.8668
H -0.7671 0.9386 -5.0309
H 0.3411 1.8089 -3.9713
H 1.2824 -0.3260 -4.7975
H -0.0992 -1.1897 -4.1158
H 1.1326 -1.4997 -2.3655
H 3.2387 -0.4283 -3.4665
H 3.0584 -0.5176 -1.7023
H 4.6073 1.6447 -3.4611
H 4.6263 4.1136 -3.0893
H 2.6979 5.1673 -1.9067
H 0.7325 3.6491 0.1874
H 0.4253 4.9153 -1.0297
H -1.3336 2.9688 -0.3806
H -0.5620 3.5813 -3.1620
H -2.0265 4.2031 -2.4142
H -2.6116 2.3382 -3.8431
H -2.8891 1.8933 -2.1424
H -1.7629 0.0607 -2.8838
C 2.7438 -5.5704 -0.1629
C 1.7854 -4.4477 0.1468
C 1.9508 -3.6222 1.2526
C 1.0519 -2.6117 1.5141
C -0.0653 -2.3382 0.6945
N -0.8999 -1.2793 0.9545
C -1.4771 -1.1307 2.1650
C -1.4121 -2.1628 3.1527
C -1.9716 -2.0670 4.4050
C -2.6770 -0.9320 4.7879
C -3.3266 -0.7991 6.1423
C -2.8255 0.0527 3.8209
C -2.2885 -0.0036 2.5368
C -2.7020 1.1281 1.5600
O -2.0467 1.2665 0.4031
C -2.5966 2.5321 2.2901
F -2.6208 3.5515 1.4005
F -1.4343 2.6438 2.9525
F -3.5814 2.8441 3.1806
C -4.2149 0.9226 1.1875
F -4.6943 1.9693 0.4645
F -4.3608 -0.1668 0.4317
F -5.0750 0.7868 2.2296
C -0.2099 -3.1579 -0.4659
C 0.7047 -4.1890 -0.6868
C -1.3144 -2.8061 -1.4962
O -1.3235 -1.5097 -1.8380
C -1.1043 -3.6094 -2.8508
F -1.2361 -4.9612 -2.8352
F 0.1436 -3.3869 -3.3433
F -1.9501 -3.1862 -3.8081
C -2.7142 -3.3041 -0.9654
F -3.0604 -2.8041 0.2115
F -2.7495 -4.6625 -0.8152
F -3.7081 -3.0015 -1.8292
H 3.4955 -5.6656 0.6232
H 3.2703 -5.4044 -1.1074
H 2.2229 -6.5283 -0.2468
H 2.8000 -3.7686 1.9157
H 1.1911 -1.9764 2.3764
H -0.9013 -3.0787 2.8911
H -1.8649 -2.8988 5.0983
H -2.8358 -1.4426 6.8769
H -4.3862 -1.0786 6.1150
H -3.2722 0.2286 6.5097
H -3.4304 0.9049 4.0972
H 0.5922 -4.8405 -1.5404
C 2.6644 0.3828 2.7252
C 2.4290 1.4659 1.6461
C 2.1294 2.7905 2.3891
C 3.7641 1.6468 0.8785
O 1.4187 1.1286 0.8069
H 3.4306 0.6812 3.4510
H 2.9777 -0.5456 2.2439
H 1.7241 0.2033 3.2526
H 2.8902 3.0174 3.1450
H 1.1537 2.7092 2.8709
H 2.0968 3.6260 1.6828
H 4.5947 1.8961 1.5497
H 3.6660 2.4437 0.1341
H 4.0014 0.7160 0.3549
*
```

Properties
LUMO level = 4.23 eV
Gap between HOMO and LUMO = 5.0065 eV
Energy = -3732.89839 Eh

---

Entry 5:
Formula: C7H12N3OS
Source: the Open Molecules 2025 dataset
Level of theory: ωB97M-V/def2-TZVPD

ORCA input file:
```
! RIJCOSX wB97M-V def2-TZVPD def2/J DEFGRID3
* xyz 1 1
C 0.2580 0.3087 -0.2418
C -2.1527 -0.4252 0.1675
C 1.7875 0.5465 -0.1833
C 2.6306 -0.7144 -0.5089
C 2.0456 -1.7447 0.3640
C 0.5303 -2.0852 0.1379
C -3.2135 1.7050 -0.0104
N -0.6798 1.2637 -0.1319
N -2.0025 0.8590 -0.0517
N -0.2302 -0.8687 -0.0859
O -0.5996 2.5884 -0.3666
S -3.1393 -1.6428 0.3532
H 2.0903 1.2525 -0.8484
H 1.9313 0.8969 0.9223
H 2.4716 -0.8177 -1.6659
H 3.6727 -0.5852 -0.1462
H 2.6116 -2.6358 0.1322
H 2.2865 -1.4989 1.4186
H 0.3585 -2.7592 -0.7121
H -0.0166 -2.4015 1.0774
H -3.9212 1.1556 0.6723
H -3.0016 2.6159 0.5182
H -3.7725 1.8961 -0.9422
H 0.0551 3.0911 0.1314
*
```

Properties
LUMO level = -3.47 eV
Gap between HOMO and LUMO = 9.1342 eV
Energy relative to the best compared isomer or geometry (same formula, charge and spin) = 537.0 kJ/mol
Energy = -911.21227 Eh

---

Entry 6:
Formula: C3H6NO2
Source: the Open Molecules 2025 dataset
Level of theory: ωB97M-V/def2-TZVPD

ORCA input file:
```
! RIJCOSX wB97M-V def2-TZVPD def2/J DEFGRID3
* xyz -1 1
C 2.1617 -0.3144 0.2453
C 0.3813 0.7764 -0.8161
N 1.6368 0.6347 -0.6803
H 2.8987 0.1685 0.9387
H 1.4227 -0.5119 0.9678
H 2.6869 -1.1887 -0.2315
H -0.0120 1.4629 -1.6035
H -0.3866 0.1656 -0.3431
O -2.5398 0.4170 -0.6130
C -2.6956 -0.2938 0.3998
O -1.7683 -0.7420 1.1798
H -3.7859 -0.5742 0.5560
*
```

Properties
LUMO level = 4.23 eV
Gap between HOMO and LUMO = 8.4003 eV
Energy relative to the best compared isomer or geometry (same formula, charge and spin) = 161.7 kJ/mol
Energy = -323.15666 Eh